(1)
{"formula": "C4H5IN2", "method": "the ωB97M-V functional and the def2-TZVPD basis", "homo_lumo_gap_ev": [7.83, 7.60], "homo_energy_ev": [-8.35, -8.99], "total_energy_ev": -15305.3252, "molar_mass_g_mol": 208.0, "charge": 0, "species": ["C", "C", "C", "C", "N", "N", "I", "H", "H", "H", "H", "H"], "xyz": [[1.47519, 1.96608, -0.53286], [0.19697, 0.66781, 1.94446], [0.21504, -0.44425, -1.35761], [1.79466, 0.84639, 0.23750], [1.20555, 2.89387, -1.15810], [1.37420, 0.67910, 1.49601], [3.67820, -0.04495, -0.18110], [0.07094, 0.62164, 3.01558], [-0.69089, 0.69161, 1.31372], [-0.18421, -1.11030, -0.61768], [-0.39417, 0.36830, -1.70000], [0.97710, -0.81279, -2.01385]], "atomic_forces_ev_per_a": [[-0.12, 0.41, -0.06], [-0.29, 0.07, -0.10], [0.48, 0.38, 0.60], [0.16, -1.38, -1.13], [-0.08, 0.38, -0.23], [0.33, -0.01, 0.89], [-0.36, 0.20, 0.02], [-0.10, -0.02, 0.17], [-0.04, 0.02, -0.15], [-0.09, -0.20, 0.19], [-0.15, 0.24, -0.06], [0.26, -0.09, -0.14]], "mulliken_charge": [0.39, -0.29, -0.94, -0.11, -0.41, -0.33, 0.10, 0.28, 0.27, 0.32, 0.35, 0.36]}

(2)
{"formula": "C4H5IN2O", "method": "the ωB97M-V functional and the def2-TZVPD basis", "homo_lumo_gap_ev": 8.55, "homo_energy_ev": -8.74, "total_energy_ev": -17354.9755, "molar_mass_g_mol": 224.0, "charge": 0, "species": ["C", "C", "C", "C", "N", "N", "O", "I", "H", "H", "H", "H", "H"], "xyz": [[-0.25037, -2.11044, 0.85419], [-0.47338, -0.30125, -0.49343], [0.84920, -1.15795, 1.49912], [-0.72195, 0.73730, -1.45989], [-0.85266, -1.45957, -0.25017], [0.81933, 0.08515, 0.77919], [-0.43673, -3.24582, 1.10489], [0.56390, 1.64423, 2.03500], [0.73943, -1.13564, 2.56328], [1.72539, -1.71306, 1.24887], [-1.71322, 0.79456, -1.83171], [-0.05554, 0.76666, -2.43661], [-0.55366, 1.74449, -1.04571]], "atomic_forces_ev_per_a": [[1.15, 1.34, 0.27], [2.37, -0.54, 3.67], [-1.56, -0.78, -1.43], [1.70, 2.11, -2.25], [-0.64, 0.89, -1.37], [-1.35, -0.72, -2.10], [-0.22, -0.93, 0.53], [-0.38, 0.53, -0.09], [-0.19, 0.17, 0.57], [1.03, -0.33, -0.05], [-1.13, -0.59, -0.18], [-0.97, -0.69, 2.15], [0.19, -0.48, 0.29]], "mulliken_charge": [0.39, 0.86, -0.33, -0.97, -0.53, -0.54, -0.48, 0.12, 0.39, 0.20, 0.34, 0.24, 0.28]}

Please write out number 1 again, unchanged.
{"formula": "C4H5IN2", "method": "the ωB97M-V functional and the def2-TZVPD basis", "homo_lumo_gap_ev": [7.83, 7.60], "homo_energy_ev": [-8.35, -8.99], "total_energy_ev": -15305.3252, "molar_mass_g_mol": 208.0, "charge": 0, "species": ["C", "C", "C", "C", "N", "N", "I", "H", "H", "H", "H", "H"], "xyz": [[1.47519, 1.96608, -0.53286], [0.19697, 0.66781, 1.94446], [0.21504, -0.44425, -1.35761], [1.79466, 0.84639, 0.23750], [1.20555, 2.89387, -1.15810], [1.37420, 0.67910, 1.49601], [3.67820, -0.04495, -0.18110], [0.07094, 0.62164, 3.01558], [-0.69089, 0.69161, 1.31372], [-0.18421, -1.11030, -0.61768], [-0.39417, 0.36830, -1.70000], [0.97710, -0.81279, -2.01385]], "atomic_forces_ev_per_a": [[-0.12, 0.41, -0.06], [-0.29, 0.07, -0.10], [0.48, 0.38, 0.60], [0.16, -1.38, -1.13], [-0.08, 0.38, -0.23], [0.33, -0.01, 0.89], [-0.36, 0.20, 0.02], [-0.10, -0.02, 0.17], [-0.04, 0.02, -0.15], [-0.09, -0.20, 0.19], [-0.15, 0.24, -0.06], [0.26, -0.09, -0.14]], "mulliken_charge": [0.39, -0.29, -0.94, -0.11, -0.41, -0.33, 0.10, 0.28, 0.27, 0.32, 0.35, 0.36]}